No. 1
{
  "formula": "C5H8N2",
  "method": "the ωB97M-V functional and the def2-TZVPD basis",
  "orbital_gap_ev": 10.9,
  "energy_ev": -8293.753,
  "smiles": "C[C@@]1(CC#N)CN1",
  "relative_energy_ev": 1.244,
  "elements": ["N", "N", "C", "C", "C", "C", "C", "H", "H", "H", "H", "H", "H", "H", "H"],
  "xyz": [[2.6794, 1.7641, 0.4241], [-0.9095, -1.3750, -0.5318], [-0.1878, -0.1948, -0.0730], [-0.6072, -1.2344, 0.8941], [2.0633, 0.8865, -0.0097], [-0.8804, 1.1494, -0.0534], [1.2474, -0.1868, -0.5877], [0.1128, -1.9512, 1.2832], [-1.9250, 1.0402, 0.2585], [1.2370, -0.0543, -1.6757], [-1.4169, -0.9887, 1.5794], [-1.8827, -1.1482, -0.7199], [-0.3865, 1.8325, 0.6460], [-0.8639, 1.6144, -1.0462], [1.7200, -1.1536, -0.3880]],
  "atomic_forces_ev_per_a": [[-0.58, -0.88, -0.38], [-0.20, -0.01, -0.18], [0.04, 0.17, 0.04], [0.07, -0.04, 0.31], [0.52, 0.77, 0.38], [-0.04, 0.01, -0.01], [0.03, -0.09, -0.04], [-0.08, 0.13, -0.07], [0.16, -0.01, -0.05], [-0.01, 0.01, 0.12], [0.13, -0.02, -0.13], [0.11, -0.03, 0.04], [-0.06, -0.10, -0.12], [0.00, -0.07, 0.11], [-0.06, 0.15, -0.03]],
  "mulliken_charge": [-0.44, -0.66, 0.88, -0.70, 0.24, -1.42, -0.39, 0.26, 0.39, 0.24, 0.28, 0.29, 0.37, 0.32, 0.35]
}

No. 2
{
  "formula": "CH12O5",
  "method": "the ωB97M-V functional and the def2-TZVPD basis",
  "orbital_gap_ev": 10.2,
  "energy_ev": -11468.591,
  "smiles": "CO.O.O.O.O",
  "relative_energy_ev": 0.895,
  "elements": ["O", "O", "O", "O", "O", "C", "H", "H", "H", "H", "H", "H", "H", "H", "H", "H", "H", "H"],
  "xyz": [[-1.3921, -2.0460, -1.2428], [1.0868, -2.0652, -0.0043], [0.6175, 0.5352, 0.5652], [-2.6568, 0.9983, 0.5229], [-0.5242, 2.7841, -0.9687], [1.7569, 1.0561, 1.0328], [-1.8666, 0.4918, 0.3353], [-1.1370, 2.2711, -1.4955], [0.6946, -2.4283, 0.7898], [-0.5114, -2.0815, -0.8695], [2.4042, 0.1912, 1.1779], [0.8334, -0.2792, 0.1051], [2.2147, 1.7534, 0.3311], [-3.3272, 0.6157, -0.0432], [-0.2110, 2.1729, -0.3020], [1.6349, 1.4950, 2.0230], [1.8410, -2.6283, -0.1785], [-1.4576, -2.8364, -1.7788]],
  "atomic_forces_ev_per_a": [[-0.54, 0.16, -0.05], [0.15, -0.15, -0.04], [-3.54, -0.62, -1.10], [-0.16, 0.18, 0.14], [0.21, 0.56, -0.34], [2.71, 0.06, 1.17], [0.34, -0.17, 0.02], [-0.20, -0.08, 0.01], [-0.18, -0.04, 0.47], [0.41, 0.00, -0.04], [0.95, 0.30, 0.19], [-0.17, -0.04, -0.15], [0.18, 0.26, 0.11], [-0.18, -0.13, -0.12], [0.01, -0.38, 0.23], [-0.16, 0.33, -0.11], [0.31, -0.10, -0.22], [-0.12, -0.13, -0.16]],
  "mulliken_charge": [-0.62, -0.74, -0.43, -0.60, -0.65, -0.68, 0.30, 0.31, 0.35, 0.40, 0.30, 0.33, 0.27, 0.31, 0.33, 0.25, 0.28, 0.31]
}

No. 3
{
  "formula": "C36H54N5O2OsP2",
  "method": "the ωB97M-V functional and the def2-TZVPD basis",
  "orbital_gap_ev": [5.6, 5.2],
  "total_charge": 3,
  "energy_ev": -70773.167,
  "multiplicity": 5,
  "elements": ["Os", "P", "P", "O", "O", "N", "N", "N", "N", "N", "C", "C", "C", "C", "C", "C", "C", "C", "C", "C", "C", "C", "C", "C", "C", "C", "C", "C", "C", "C", "C", "C", "C", "C", "C", "C", "C", "C", "C", "C", "C", "C", "C", "C", "C", "C", "H", "H", "H", "H", "H", "H", "H", "H", "H", "H", "H", "H", "H", "H", "H", "H", "H", "H", "H", "H", "H", "H", "H", "H", "H", "H", "H", "H", "H", "H", "H", "H", "H", "H", "H", "H", "H", "H", "H", "H", "H", "H", "H", "H", "H", "H", "H", "H", "H", "H", "H", "H", "H", "H"],
  "xyz": [[0.0109, -0.0129, 0.0396], [1.7231, -0.8542, -1.3890], [-2.1342, 0.8819, 0.5859], [2.7577, 1.3980, 1.0191], [1.0460, 2.7862, -0.5480], [-0.1172, -1.2412, 3.3116], [-0.5677, -1.8543, 0.3432], [-1.0312, -0.2506, -1.8558], [0.9709, 0.4027, 2.0813], [2.5079, 1.8151, 3.2314], [-1.5132, -4.2577, 0.4519], [-3.8477, -1.3141, 0.0011], [-2.6536, 0.6140, -3.4411], [3.8960, -2.6854, -1.8200], [-2.4928, -6.8918, 0.6641], [-2.3517, 2.5110, 1.5516], [0.9108, 0.6181, 4.4701], [-2.1048, 0.5897, -2.1318], [3.6061, 2.7773, 3.1250], [-0.9134, -5.1833, 1.3467], [2.1028, 1.1956, 2.0614], [-1.4038, -6.4840, 1.4439], [-1.2046, 3.4916, 1.2765], [-1.0318, -2.9434, 0.3489], [-2.2191, -0.2916, -4.3852], [3.9205, -1.3751, 0.2921], [-0.5845, -1.0927, -2.8091], [-3.6192, 3.2765, 1.1343], [-1.1963, -1.1852, -4.0552], [1.8668, 1.5884, 4.4131], [3.6767, 0.9970, -2.1272], [3.0083, -2.0830, -0.7198], [0.7033, 1.6851, -0.2941], [-4.8813, 0.4005, 1.4409], [-2.6073, -4.6906, -0.3439], [0.6519, -1.9075, -2.4746], [-2.6243, 1.3309, -1.0643], [-3.5536, -0.3084, 1.1268], [-3.0766, -1.0462, 2.3855], [-3.0923, -5.9906, -0.2239], [2.3025, -3.2389, 0.0035], [-2.3356, 2.2054, 3.0568], [3.0154, -0.5583, -3.9942], [1.5243, 1.2407, -3.3892], [0.5936, -0.0718, 3.2874], [2.5103, 0.2299, -2.7712], [-3.1015, -0.4036, 3.2750], [2.2032, -1.0595, -4.5345], [4.5162, -3.4692, -1.3606], [0.0741, -1.9479, 2.6005], [-1.4342, 4.4262, 1.8131], [1.6560, -2.8847, 0.8142], [3.3770, 3.5390, 2.3724], [3.3536, -0.9293, 1.1129], [3.3167, -3.1630, -2.6210], [-3.4542, 1.3320, -3.6222], [-2.0514, -1.4062, 2.2829], [-3.7241, -1.9178, 2.5738], [1.0556, 1.9023, -2.6634], [-2.6666, -0.3103, -5.3767], [-3.0531, -3.9853, -1.0486], [-4.4375, -2.1486, 0.4131], [4.6139, -2.1230, 0.7108], [-5.6348, -0.3671, 1.6778], [1.1718, -2.2188, -3.3896], [-5.2595, 0.9606, 0.5758], [-1.4530, 1.6099, 3.3326], [0.7470, 0.7459, -3.9834], [-3.4067, 2.0580, -1.2859], [-0.8106, -1.9241, -4.7565], [-4.5494, 2.7452, 1.3332], [3.7898, -1.2905, -3.7666], [-0.3778, -1.6161, 4.2134], [1.7059, -3.8574, -0.6778], [4.5981, -1.9502, -2.2334], [3.7489, 3.2522, 4.0926], [-2.2755, 3.1634, 3.5957], [-0.2402, 3.1351, 1.6515], [3.0727, -3.8871, 0.4504], [-1.1196, 3.7408, 0.2129], [3.9881, 1.7973, -2.8162], [-3.2404, 1.6921, 3.3996], [-4.8192, 1.0529, 2.3198], [-3.5811, 3.5426, 0.0734], [0.3807, -2.8345, -1.9478], [-3.6489, 4.2093, 1.7170], [-0.0663, -4.8537, 1.9539], [3.3925, 1.4595, -1.1703], [4.5351, 2.2845, 2.8237], [-3.9462, -6.3029, -0.8305], [-4.4273, -0.8606, -0.8138], [2.1054, 1.8830, -4.0718], [2.2342, 2.1616, 5.2603], [-2.9334, -1.7415, -0.4183], [4.5486, 0.3507, -1.9650], [0.4634, 0.3210, 5.4104], [-2.8757, -7.9095, 0.7468], [4.5152, -0.5802, -0.1708], [3.4609, 0.1714, -4.6875], [-0.9341, -7.1874, 2.1369]],
  "atomic_forces_ev_per_a": [[1.45, 0.91, 1.41], [0.87, -0.99, -2.51], [-1.92, 1.21, 0.21], [-1.33, -0.46, 1.87], [-1.21, -4.52, 0.94], [0.80, 0.57, 0.17], [-1.45, -3.31, 0.40], [0.20, 0.24, -0.02], [0.01, -1.06, -0.89], [-0.55, 0.08, 0.58], [0.74, 2.10, -0.22], [0.17, -0.07, -0.19], [-0.10, 0.21, 0.73], [0.08, -0.01, -0.15], [-0.36, -0.79, 0.00], [0.33, 0.16, 0.26], [-0.01, 0.11, 0.54], [0.39, -0.40, -0.28], [0.49, 0.37, -0.19], [0.94, 1.16, 0.37], [1.47, 0.96, -1.86], [-0.80, -1.30, -0.19], [0.17, 0.03, -0.08], [0.32, -0.48, 0.40], [0.12, -0.28, -0.21], [0.21, 0.04, 0.13], [0.36, -0.23, 0.66], [-0.29, -0.15, 0.06], [-0.14, 0.19, -0.12], [0.29, -0.24, -0.94], [0.14, 0.26, 0.00], [0.29, 0.04, 0.55], [1.23, 6.46, -1.79], [-0.08, 0.11, -0.01], [-0.09, 1.26, -0.61], [-0.48, -0.11, 0.07], [-0.24, 0.15, -0.71], [-0.03, -0.28, 0.26], [0.09, -0.22, 0.17], [-0.21, -1.47, 0.43], [-0.13, -0.10, 0.09], [-0.14, 0.06, 0.11], [0.23, -0.34, 0.01], [-0.25, 0.13, 0.20], [-0.64, -1.25, -0.19], [0.21, 0.43, 0.17], [-0.06, -0.19, -0.24], [0.22, 0.19, 0.02], [-0.24, 0.17, 0.00], [-0.19, 0.67, 0.18], [0.08, -0.32, -0.18], [0.16, -0.04, -0.09], [-0.06, -0.21, 0.18], [0.08, -0.14, -0.07], [0.20, 0.15, 0.11], [0.23, -0.27, -0.15], [-0.44, 0.01, -0.07], [0.08, 0.34, -0.04], [-0.01, -0.04, -0.16], [0.09, 0.00, 0.19], [0.04, -0.36, 0.19], [0.09, 0.33, -0.07], [-0.22, 0.26, -0.15], [0.30, 0.08, -0.11], [-0.16, 0.18, 0.34], [0.04, -0.11, 0.27], [-0.24, 0.16, 0.00], [0.16, 0.15, 0.09], [0.19, -0.26, 0.17], [-0.20, 0.27, 0.06], [0.23, 0.23, -0.09], [-0.23, 0.22, -0.18], [0.08, 0.13, -0.02], [0.09, 0.07, 0.15], [-0.28, -0.28, 0.13], [-0.04, -0.04, -0.02], [-0.02, -0.30, -0.11], [-0.10, 0.01, -0.06], [-0.21, 0.23, -0.18], [0.03, -0.03, 0.22], [-0.05, -0.24, 0.23], [0.28, 0.13, -0.03], [-0.07, -0.20, -0.33], [-0.05, 0.15, 0.26], [-0.07, 0.33, -0.05], [0.05, -0.25, -0.20], [-0.26, -0.28, -0.16], [0.18, -0.11, -0.35], [-0.26, -0.04, 0.09], [0.29, 0.07, 0.20], [0.15, -0.08, 0.19], [-0.23, -0.27, 0.23], [-0.21, -0.19, -0.05], [-0.17, 0.11, -0.06], [-0.22, 0.19, -0.05], [0.11, 0.04, -0.06], [0.15, 0.38, -0.02], [-0.16, -0.23, 0.21], [-0.17, -0.17, 0.23], [-0.16, 0.23, -0.23]],
  "mulliken_spin": [0.81, 0.03, 0.02, 0.02, 0.00, 0.01, 0.21, 0.10, -0.05, 0.00, -0.03, 0.08, 0.21, 0.00, 0.25, 0.08, 0.00, 0.09, 0.00, 0.41, 0.00, 0.19, 0.02, 0.28, -0.02, 0.03, 0.03, 0.00, 0.15, 0.01, 0.00, -0.01, 0.04, 0.02, 0.38, -0.02, 0.36, 0.01, 0.08, 0.17, 0.02, 0.01, 0.00, 0.00, 0.01, 0.02, 0.00, 0.00, 0.00, -0.01, 0.00, -0.02, 0.00, -0.01, 0.00, 0.00, -0.03, 0.00, 0.00, 0.00, 0.07, -0.01, 0.00, 0.00, 0.00, -0.01, 0.00, 0.00, -0.07, 0.00, 0.00, 0.00, 0.00, 0.00, 0.00, 0.00, 0.00, 0.00, 0.00, 0.00, 0.00, 0.00, 0.00, 0.00, 0.01, 0.00, 0.04, 0.00, 0.00, 0.00, 0.00, 0.00, 0.00, -0.02, 0.00, 0.00, 0.02, 0.00, 0.00, 0.00]
}

Copy entry 1 word for word.
{
  "formula": "C5H8N2",
  "method": "the ωB97M-V functional and the def2-TZVPD basis",
  "orbital_gap_ev": 10.9,
  "energy_ev": -8293.753,
  "smiles": "C[C@@]1(CC#N)CN1",
  "relative_energy_ev": 1.244,
  "elements": ["N", "N", "C", "C", "C", "C", "C", "H", "H", "H", "H", "H", "H", "H", "H"],
  "xyz": [[2.6794, 1.7641, 0.4241], [-0.9095, -1.3750, -0.5318], [-0.1878, -0.1948, -0.0730], [-0.6072, -1.2344, 0.8941], [2.0633, 0.8865, -0.0097], [-0.8804, 1.1494, -0.0534], [1.2474, -0.1868, -0.5877], [0.1128, -1.9512, 1.2832], [-1.9250, 1.0402, 0.2585], [1.2370, -0.0543, -1.6757], [-1.4169, -0.9887, 1.5794], [-1.8827, -1.1482, -0.7199], [-0.3865, 1.8325, 0.6460], [-0.8639, 1.6144, -1.0462], [1.7200, -1.1536, -0.3880]],
  "atomic_forces_ev_per_a": [[-0.58, -0.88, -0.38], [-0.20, -0.01, -0.18], [0.04, 0.17, 0.04], [0.07, -0.04, 0.31], [0.52, 0.77, 0.38], [-0.04, 0.01, -0.01], [0.03, -0.09, -0.04], [-0.08, 0.13, -0.07], [0.16, -0.01, -0.05], [-0.01, 0.01, 0.12], [0.13, -0.02, -0.13], [0.11, -0.03, 0.04], [-0.06, -0.10, -0.12], [0.00, -0.07, 0.11], [-0.06, 0.15, -0.03]],
  "mulliken_charge": [-0.44, -0.66, 0.88, -0.70, 0.24, -1.42, -0.39, 0.26, 0.39, 0.24, 0.28, 0.29, 0.37, 0.32, 0.35]
}